[1]
Here is a molecular structure, C30H39AsF6N3O12S3 at a distorted geometry from the Open Molecules 2025 dataset. Energies are from the ωB97M-V functional and the def2-TZVPD basis.

```
94
Properties=species:S:1:pos:R:3:forces:R:3:mulliken_charge:R:1
F -0.987511 -1.006242 0.748288 -0.27 0.22 -0.06 -0.504
H -4.995012 -0.125606 4.534729 0.08 0.08 0.26 0.325
O -0.419234 6.660509 -5.568405 -0.04 0.32 -0.18 -0.610
C -3.283279 1.235221 4.878056 0.52 -0.33 0.56 -0.526
C -4.473425 -5.044470 -1.320351 -0.14 -0.86 -0.15 -0.422
H 2.426306 6.607137 2.506314 -0.29 0.10 0.12 0.379
S 0.542402 3.750736 3.855563 0.62 0.88 -0.45 1.394
C 0.274546 -4.196913 -3.018247 -0.56 0.33 0.28 -0.323
As 0.539516 -0.379808 1.304915 0.80 -0.70 -0.10 2.093
H -2.221951 -2.104885 4.830253 -0.29 -0.05 -0.15 0.519
H -3.765226 1.877329 5.611305 -0.18 -0.11 0.00 0.492
C -0.163447 4.943237 -1.866870 0.21 -0.14 0.36 -0.320
C 4.326901 0.555324 -0.757064 -1.04 0.32 0.60 -0.398
N 6.104171 -1.122692 -0.643941 -0.08 -0.35 -0.09 1.062
C 4.938492 1.131968 -3.377205 -0.33 0.20 -0.10 -0.414
C 0.933430 3.540769 2.084260 -0.03 -0.48 0.75 -0.289
O 1.313113 -4.824689 0.404559 -0.23 -0.30 -0.01 -0.584
F 2.078457 0.235263 1.817509 0.08 0.20 0.07 -0.502
F 1.306120 -1.451033 0.170445 0.13 0.13 -0.11 -0.460
C 1.391442 4.901725 1.610313 0.03 0.24 -0.78 -0.441
O -0.869919 4.032651 3.984292 0.00 -0.32 0.06 -0.723
C -3.826591 -3.943612 -1.835795 0.15 0.45 0.68 -0.124
C -0.202455 2.802769 -2.917769 1.18 -0.44 -0.48 -0.642
H 2.050926 5.333128 4.890282 -0.01 -0.37 -0.02 0.425
O 6.925817 -1.774818 -1.264370 0.09 0.07 -0.02 -0.632
H 0.390005 -3.841332 -4.041118 0.41 -0.23 -0.04 0.433
H 2.458271 -4.206677 -2.664500 -0.01 -0.22 0.02 0.366
H -3.139464 -5.059052 1.763583 0.07 0.22 0.01 0.423
H 0.649144 6.086606 4.216038 -0.08 0.00 -0.39 0.343
H -0.322606 6.647496 -3.139601 0.09 -0.02 -0.20 0.461
S -2.288795 0.021263 5.786511 -0.14 0.07 -0.73 1.066
H 1.521477 -3.151127 -1.592444 0.14 -0.09 0.17 -0.046
H -4.529932 0.965141 3.201766 -0.41 -0.15 0.13 0.382
S 1.392394 -5.415479 -0.903735 0.15 0.43 0.08 1.057
H -2.142271 -2.908157 0.875969 0.09 -0.22 0.11 0.715
H -2.608829 1.841464 4.271117 0.08 -0.07 -0.01 0.118
H -0.360887 -7.068627 -1.234975 0.40 -0.09 -0.16 0.516
H -5.146776 -5.625790 -1.937422 0.10 0.12 -0.13 0.449
C 1.515662 -4.097056 -2.131589 0.07 0.31 -0.24 -0.196
H 2.751418 1.977871 -0.893809 -0.11 0.07 -0.17 0.470
C -4.159648 0.339427 4.018624 0.20 0.56 -0.92 -0.791
C -2.760698 -3.555743 0.268505 -0.25 0.42 -0.05 -0.533
H -3.745442 -1.546421 2.965767 -0.10 0.00 0.15 0.269
H -4.627603 -6.431580 0.255578 -0.02 0.11 0.50 0.412
O -0.245599 4.743463 -6.533914 -0.04 0.04 -0.22 -0.611
N -4.022714 -3.564393 -3.235959 -0.04 -0.17 -0.06 1.014
H 5.160927 1.319867 -4.419217 0.01 0.12 0.02 0.381
O -1.003708 0.504293 6.209653 -0.14 0.10 0.12 -0.597
H 0.040153 3.113441 -0.787851 0.06 -0.26 -0.12 0.386
H 6.498808 -0.311153 -3.195370 -0.05 -0.09 0.13 0.435
H -0.167767 5.522973 -0.952439 0.10 0.13 -0.11 0.329
F -0.314728 0.640916 2.415519 -0.02 0.36 -0.12 -0.570
C -0.214367 -6.014584 -1.461434 -0.61 0.26 0.27 -0.086
O -3.190295 -0.572473 6.753101 0.07 -0.07 0.05 -0.690
H 4.031678 0.341647 0.262285 0.26 -0.24 0.02 0.528
C 3.878638 1.790369 -2.751565 -0.46 -0.16 -0.21 -0.534
H 0.539992 5.526050 1.323611 -0.07 0.02 0.26 0.185
O -4.922365 -4.105888 -3.846419 -0.15 -0.04 -0.09 -0.627
H -2.708183 -0.227179 2.527091 0.05 0.08 0.07 -0.158
H 0.314441 -6.331866 -3.489797 -0.04 0.19 -0.19 0.356
H -0.984332 -5.482880 -0.899631 0.17 0.23 0.16 -0.261
O 2.403260 -6.414907 -1.158335 -0.22 -0.09 -0.21 -0.707
H -2.567493 -2.249666 -1.425229 0.10 -0.06 -0.03 0.549
C 2.201137 5.563856 2.725789 0.11 -0.30 -0.07 -0.792
C 1.414741 5.337816 4.005693 0.01 0.58 0.70 -0.941
C -0.243813 5.571035 -3.093750 -0.37 0.29 0.08 -0.386
C -3.357798 -4.705914 0.761255 0.10 -0.77 0.51 -0.686
O 1.215483 2.799271 4.690720 -0.25 -0.21 -0.12 -0.662
H 1.980109 4.793446 0.694929 0.06 -0.01 0.08 0.321
C 5.676282 0.188213 -2.701246 0.35 -0.41 -0.15 -0.426
C -3.209500 -0.689446 3.376572 -0.01 -0.35 -0.04 0.018
C -4.201330 -5.479922 -0.023416 0.09 0.68 -1.00 -0.414
H 3.180313 5.086584 2.820804 -0.09 -0.20 -0.06 0.336
C -0.290733 -5.612672 -2.927261 0.34 -0.57 -0.17 -0.808
C -0.058140 3.560326 -1.768362 -0.68 0.34 0.01 -0.245
H -0.030524 1.732385 -2.912972 -0.42 -0.03 0.31 0.498
N -0.328120 5.453622 -5.554301 0.02 -0.35 0.38 1.002
O -3.252901 -2.758531 -3.715555 0.05 0.14 -0.03 -0.586
C 5.330051 -0.128460 -1.397126 0.16 0.68 0.01 -0.099
H -0.333526 2.826659 -5.073054 0.08 -0.02 -0.01 0.466
H 1.734455 2.802622 2.030803 -0.07 -0.08 0.03 0.069
H -0.472118 -3.514399 -2.603226 -0.09 -0.07 0.09 -0.022
H 0.036673 3.136510 1.623120 0.03 0.02 -0.09 0.352
F 0.556842 0.872920 0.082324 -0.48 0.16 -0.04 -0.408
C 3.566103 1.516850 -1.432464 0.77 -0.58 0.04 -0.279
C -0.272017 3.409055 -4.166398 -0.32 0.30 0.02 -0.412
C -2.136850 -1.115545 4.382251 0.21 0.08 0.37 -0.392
H 3.218425 2.428242 -3.327765 0.22 0.24 0.00 0.442
F 0.650555 -1.598772 2.521441 -0.27 -0.08 0.05 -0.552
H -1.145234 -1.029890 3.949662 0.12 0.14 0.19 0.020
C -3.000354 -3.160776 -1.037102 0.01 -0.04 -0.23 -0.226
O 5.864868 -1.257227 0.535022 0.07 0.09 -0.01 -0.585
H -1.310484 -5.655017 -3.308869 -0.02 -0.05 0.04 0.371
C -0.297949 4.793903 -4.236947 0.18 -0.25 0.20 0.018
```
Forces are in eV/Å.

Results
- frontier orbital gap (eV) = 8.7
- highest occupied orbital energy (eV) = -7.731
- charge = -1
- ΔE to the lowest compared entry with this formula, charge and spin (eV) = 0.0000

=====

[2]
Here is 2 unconnected molecules or ions with the total composition ClH3NPS at a distorted geometry from the Open Molecules 2025 dataset. Energies are from the ωB97M-V functional and the def2-TZVPD basis.

```
7
Properties=species:S:1:pos:R:3:forces:R:3:mulliken_charge:R:1
S -2.658892 -0.948514 -0.114636 2.18 1.48 1.83 -0.312
N 4.017485 0.547476 0.559906 2.94 1.57 1.43 -0.399
H 4.858581 1.238071 0.645801 -2.42 -1.68 -0.53 0.281
Cl 1.884802 -1.181705 -0.055114 -0.57 -0.67 0.28 -0.190
H -1.234678 -0.798172 -0.094830 -1.88 -0.37 -0.27 0.148
P 3.058102 0.370540 -0.592084 0.02 0.78 -1.18 0.314
H -2.660528 -0.139154 1.066118 -0.28 -1.11 -1.57 0.158
```
Forces are in eV/Å.

Results
- frontier orbital gap (eV) = 9.3
- SMILES string = [H]/N=P/Cl.S
- highest occupied orbital energy (eV) = -9.675
- charge = 0
- ΔE to the lowest compared entry with this formula, charge and spin (eV) = 1.2624

=====

[3]
Here is a molecular structure, C36H31Cl5MnNOP at a distorted geometry from the Open Molecules 2025 dataset. Energies are from the ωB97M-V functional and the def2-TZVPD basis.

```
76
Properties=species:S:1:pos:R:3:forces:R:3:mulliken_charge:R:1
C -3.830779 0.536012 -3.718596 0.04 -0.02 -0.24 -0.915
C 1.856050 -0.663390 -0.009378 0.14 -0.51 0.09 0.216
C -1.070361 0.261684 -3.885333 0.02 0.13 0.43 0.608
H -2.959274 3.368624 3.916552 -0.10 0.04 0.08 0.408
H -3.477652 3.542175 -2.012506 0.02 0.13 -0.09 0.413
C -0.893056 3.368139 1.258472 0.13 -0.22 0.02 -0.805
C -3.768028 1.484777 -1.424527 0.06 0.02 0.19 0.239
C 3.356118 4.542150 2.630151 0.04 0.03 0.05 -0.808
H 0.643619 -1.740133 -3.082392 0.04 0.02 0.34 0.478
C 3.981408 5.340576 1.685559 0.08 0.02 -0.09 -0.534
C 3.807158 5.077824 0.336988 0.14 0.15 -0.01 -0.651
C -1.611525 -3.466782 3.003750 -0.17 -0.09 -0.20 0.053
H 2.010754 2.923232 2.967071 -0.01 0.01 0.03 0.397
C -3.257349 0.051231 -4.883164 0.09 -0.01 0.04 -1.183
H -2.574654 4.576242 1.800494 -0.02 0.05 -0.01 0.493
C -0.071240 2.303162 1.619222 -0.05 0.00 -0.19 0.893
C -1.656629 0.695609 -2.654326 -1.38 -0.12 -2.57 0.142
H 3.370691 1.158439 2.420483 0.03 0.01 0.07 0.423
H 0.652124 -0.175398 -5.027081 -0.01 -0.06 0.13 0.770
H 0.513010 2.298046 -4.526826 -0.05 0.15 -0.09 0.457
H -0.709477 3.879149 0.321718 -0.08 0.08 -0.05 0.468
H -4.028328 -0.384530 -0.377196 -0.01 -0.16 0.06 0.300
H 2.145420 -0.818269 -3.240797 0.11 0.02 0.45 0.490
H -2.159671 2.857278 -1.054739 0.05 0.10 0.07 -0.039
P 1.200128 1.903895 0.373058 0.28 -0.06 1.41 0.503
C -2.140476 3.081111 3.275357 -0.09 0.04 0.03 -0.741
H 2.863135 3.824125 -1.124925 0.01 0.01 -0.09 0.434
C 2.356066 3.240326 0.869678 0.03 0.09 -0.64 0.808
C -0.940169 -2.285471 2.735818 0.12 0.19 -0.30 0.263
H 0.402007 0.852297 3.123645 -0.05 0.01 -0.07 0.417
C 3.113102 0.308403 1.805943 -0.16 -0.06 -0.06 -0.405
C -2.281365 -4.159822 1.992680 0.04 0.01 -0.07 0.433
H 4.294162 5.700330 -0.399676 0.03 0.03 -0.06 0.419
C 1.081833 -0.745391 -3.010985 -0.19 0.26 -0.90 -0.378
N -0.890027 0.900441 -1.604240 0.21 -0.22 1.28 0.825
Cl -1.178283 -1.979726 -1.164672 -0.13 -0.25 -0.69 -0.319
H -1.413401 -0.399500 -5.873482 0.04 -0.04 -0.07 0.443
C 2.113370 0.402168 0.836402 1.42 0.33 0.78 0.831
C -3.072076 0.882935 -2.619617 0.18 -0.06 0.32 0.547
H -3.878103 -0.217822 -5.724469 -0.02 -0.02 -0.08 0.391
Cl -0.090622 -1.495220 4.001805 0.11 0.15 0.03 -0.196
C 3.793839 -0.888127 1.956759 0.10 0.06 0.21 -0.820
C -2.169457 -3.718037 0.676770 0.06 -0.04 0.18 -0.023
C -0.257597 1.656275 2.832662 0.04 0.09 -0.14 -0.034
C -3.646862 0.614172 -0.174304 0.09 0.04 -0.06 -1.386
C 2.535305 3.508275 2.225466 -0.09 -0.06 0.01 -0.498
H 2.328258 -2.696162 -0.507083 0.00 -0.07 0.01 0.486
C 2.540337 -1.854530 0.142413 0.15 0.01 -0.08 -0.142
C -1.306284 2.040849 3.651186 0.05 -0.01 0.08 -0.908
C -1.462420 -2.562066 0.419647 0.16 0.23 0.81 0.665
C 1.036652 1.598618 -3.883073 -0.03 -0.02 0.08 -1.296
H 3.498419 4.729779 3.685373 -0.02 0.04 0.04 0.423
H -2.605945 0.542606 0.143873 -0.11 -0.02 0.10 -0.077
C -1.928280 3.757264 2.084043 -0.09 0.09 0.11 -0.753
H 4.601092 6.167512 2.001174 0.05 0.04 0.01 0.388
H -1.475421 1.524774 4.585603 0.01 -0.04 0.07 0.449
Cl -2.881435 -4.601071 -0.610983 -0.04 0.00 -0.12 -0.207
C 3.509762 -1.963154 1.132062 -0.05 -0.15 -0.25 -0.859
H -4.227642 1.048630 0.637064 -0.04 0.02 0.12 0.515
H 4.554329 -0.983323 2.719692 0.05 0.02 0.02 0.433
C -0.898439 -1.739624 1.425464 -0.79 -1.40 -0.04 -1.572
C 0.431704 0.200142 -4.020502 -0.12 0.22 0.24 0.191
H 0.997402 -0.338175 -1.962802 1.44 -0.58 -1.92 -0.092
Cl -1.612777 -4.100422 4.599023 -0.08 -0.04 0.10 -0.192
H 2.086010 1.597021 -4.163641 0.21 -0.01 0.01 0.433
H -4.833297 1.560828 -1.672998 0.10 -0.03 -0.03 0.645
H 0.942562 1.936065 -2.847901 0.06 0.09 -0.15 -0.019
Mn 0.139020 -0.000553 -0.651383 -1.90 0.44 1.17 -1.792
Cl -3.223407 -5.548332 2.355601 -0.03 -0.16 0.03 -0.206
C -1.876892 -0.060903 -4.956165 -0.19 -0.11 -0.18 -1.041
O -0.377353 -0.618409 1.128722 0.30 1.36 0.20 1.142
H -3.678926 3.313238 -0.269649 -0.01 0.07 0.10 0.414
H -4.903869 0.656525 -3.659758 -0.08 0.03 -0.01 0.429
C 3.003622 4.026167 -0.072121 -0.05 -0.09 -0.02 -0.435
H 4.054625 -2.889133 1.241885 0.06 -0.10 0.08 0.421
C -3.238838 2.894789 -1.171763 -0.15 -0.10 -0.10 -1.274
```
Forces are in eV/Å.

Results
- frontier orbital gap (alpha / beta) (eV) = 6.9 / 6.8
- <S²> = 0.84
- spin multiplicity = 2
- highest occupied orbital energy (alpha / beta) (eV) = -7.556 / -7.790
- charge = 0
- ΔE to the lowest compared entry with this formula, charge and spin (eV) = 1.7718

=====

[4]
Here is 2 unconnected molecules or ions with the total composition CHNO5S at a distorted geometry from the Open Molecules 2025 dataset. Energies are from the ωB97M-V functional and the def2-TZVPD basis.

```
9
Properties=species:S:1:pos:R:3:forces:R:3:mulliken_charge:R:1
O -0.521519 1.596745 -0.815849 -0.28 -0.69 0.50 -0.605
S -2.619033 -1.230472 0.470159 0.28 -0.19 0.56 -0.001
C -0.912791 0.502448 -0.418047 1.36 2.21 -2.03 0.299
N 2.489444 -0.700904 0.277301 0.40 -0.85 0.24 0.038
O 2.659250 -1.782247 1.000971 0.52 2.28 -2.60 -0.534
H -0.684043 -0.407522 -0.910861 0.64 -1.06 -0.97 0.224
O 3.147721 -0.496833 -0.803520 -0.66 -1.56 2.37 -0.489
O -1.672257 0.313501 0.577317 -1.78 -0.25 2.19 -0.316
O -3.980887 -0.810281 -0.043162 -0.48 0.11 -0.27 -0.615
```
Forces are in eV/Å.

Results
- frontier orbital gap (eV) = 5.8
- highest occupied orbital energy (eV) = 0.084
- charge = -2
- ΔE to the lowest compared entry with this formula, charge and spin (eV) = 0.0000

=====

[5]
Here is C20H21BrN4O2 in the gas phase at a distorted geometry from the Open Molecules 2025 dataset. Energies are from the ωB97M-V functional and the def2-TZVPD basis.

```
48
Properties=species:S:1:pos:R:3:forces:R:3:mulliken_charge:R:1
C 3.735175 -0.514152 0.045028 0.22 0.12 -0.03 -0.577
H -5.294010 1.111916 -2.088853 0.01 -0.02 0.05 0.573
C 1.221997 0.121075 0.136528 -0.49 1.09 -0.09 0.950
N 0.465079 -1.001290 0.325680 0.20 -0.17 0.06 -0.142
H -4.105009 -1.579702 1.041728 -0.04 -0.12 0.07 0.284
C 2.622867 0.328269 0.016555 0.11 0.42 -0.06 0.875
H -5.392605 1.425508 2.771685 -0.04 0.12 0.08 0.410
C -5.808503 0.582652 -1.276027 -0.13 0.10 0.16 -0.086
C -5.413491 -1.799425 -0.603726 0.08 -0.30 0.10 1.074
H -5.716802 -2.138917 1.473826 -0.03 -0.05 0.04 0.668
H 0.889680 -1.912884 0.417857 -0.23 0.10 -0.01 0.248
H -5.485098 -0.254342 3.303229 -0.05 -0.05 0.13 0.482
H -5.873392 -1.200761 -2.552699 -0.01 -0.17 -0.13 0.309
H -3.996660 0.359097 2.578974 0.04 0.00 0.10 0.280
H 3.631037 -1.578827 0.183886 0.05 -0.10 0.01 0.474
C 4.972395 0.064853 -0.110798 0.10 -0.41 0.05 -0.144
H -7.859328 0.515793 -0.556064 -0.08 -0.05 0.06 0.306
C 5.144587 1.442233 -0.292776 -0.07 0.08 -0.01 -0.371
N 1.569010 2.324382 -0.160275 -0.23 0.34 -0.03 -0.005
H 4.186647 3.347733 -0.463596 0.04 0.12 -0.02 0.409
C -0.814464 1.536997 0.092070 0.15 0.23 0.08 0.382
H -5.415864 -3.444462 -1.984771 0.00 -0.06 -0.09 0.386
O -1.567929 -1.943736 0.592519 -0.11 -0.18 0.05 -0.645
H -7.351579 2.103712 -1.145826 -0.06 0.14 0.00 0.400
H 6.142099 1.835958 -0.409135 0.06 0.04 -0.01 0.411
C -5.696313 -0.894165 -1.529902 0.01 0.24 -0.16 -1.053
C -0.904971 -0.950452 0.426210 0.13 -0.42 -0.03 0.262
H -6.675834 0.035512 1.178474 0.06 0.00 -0.04 0.345
H -5.387064 1.970376 0.320037 0.00 0.00 -0.01 0.791
H -3.321994 1.544622 -1.043087 0.12 -0.06 0.03 0.352
C -7.273374 1.031155 -1.312226 0.25 0.02 -0.03 -1.588
H -7.703300 0.801024 -2.284536 -0.10 -0.01 -0.07 0.447
C -5.581243 -0.010742 1.163927 0.21 0.03 0.14 0.119
C 0.612680 1.356058 0.025531 0.27 -0.81 0.06 -0.059
C -5.079702 0.408732 2.542135 -0.12 -0.05 -0.11 -1.796
C 2.791120 1.730739 -0.168550 0.11 -0.52 0.05 -0.442
H 1.365444 3.304511 -0.260976 0.01 -0.07 0.01 0.201
O -1.398514 2.600670 0.019584 0.15 -0.03 -0.05 -0.681
C -5.270832 -3.255671 -0.924024 -0.05 0.13 -0.09 -1.642
C -5.114102 0.940238 0.055237 -0.35 -0.16 0.01 0.507
N -1.477291 0.318993 0.288107 -0.17 0.28 -0.55 0.205
C -5.168287 -1.444176 0.832304 -0.14 0.20 -0.05 -0.928
Br 6.524164 -1.043077 -0.079512 -0.17 0.12 0.00 -0.207
N -2.841048 0.294159 0.533280 -0.31 -0.36 0.75 -0.380
C 4.058735 2.285983 -0.323572 0.08 -0.01 0.00 -0.910
H -4.275643 -3.592744 -0.636740 0.09 -0.10 0.03 0.297
H -5.996065 -3.843202 -0.361691 -0.03 -0.09 0.06 0.327
C -3.642351 0.945768 -0.187588 0.42 0.44 -0.54 -1.119
```
Forces are in eV/Å.

Results
- frontier orbital gap (eV) = 8.3
- SMILES string = CC1=C[C@@H](C)[C@H](/C=N/n2c(=O)[nH]c3c([nH]c4ccc(Br)cc43)c2=O)[C@H](C)C1
- highest occupied orbital energy (eV) = -8.350
- charge = 0

=====

no.,E (Ha)
1,-6263.19056
2,-1256.26911
3,-5313.57973
4,-867.73761
5,-3718.27695